# 1
Density functional theory data (the ωB97M-V functional and the def2-TZVPD basis) for a molecular structure, C19H47O20S5V in a non-equilibrium geometry.

Structure (XYZ):
```
92
Properties=species:S:1:pos:R:3:forces:R:3:mulliken_charge:R:1
O 1.12659 0.62591 0.41777 -0.53 1.28 -0.51 -0.597
V 0.55190 1.98894 -0.18587 0.79 -2.00 0.14 2.007
C -3.33604 2.22828 1.47756 -0.17 1.18 -0.01 -1.177
C -2.75961 2.02389 0.06475 -0.61 -0.18 0.35 0.693
C -3.01898 3.28994 -0.74883 -0.03 0.34 0.16 -1.272
O -1.45478 1.61608 0.13223 1.43 0.55 -0.42 0.026
H -4.27593 2.79847 1.46446 -0.16 -0.36 -0.24 0.419
H -2.66903 2.92983 1.99485 0.23 -0.45 0.24 0.025
H -3.51032 1.32278 2.05460 0.32 -0.08 -0.01 0.295
H -3.39354 1.23345 -0.39398 0.21 -0.01 -0.15 0.034
H -4.09611 3.47530 -0.79707 0.02 -0.05 -0.20 0.554
H -2.61544 3.22419 -1.75881 -0.14 -0.13 0.07 -0.151
H -2.58486 4.17874 -0.27442 0.15 -0.16 0.00 0.035
C 2.23298 3.68297 -1.20628 0.38 0.86 2.63 0.798
O 3.06461 4.59200 -1.33617 -0.21 -0.58 -0.96 -0.809
O 2.49480 2.43077 -0.93576 -0.55 -0.25 -0.34 -0.595
O 0.94790 3.94882 -0.96570 -1.20 -0.62 -0.30 -0.692
O 4.78969 -3.31186 2.60560 0.02 -0.16 0.16 -0.695
S 4.12104 -2.71833 1.49530 -0.57 0.12 -0.58 1.332
O 4.70747 -1.62985 0.78042 0.29 0.19 0.15 -0.620
O 3.89120 -3.90228 0.45415 -0.28 0.23 0.47 -0.405
C 3.14583 -3.57737 -0.75995 0.71 -0.27 0.01 -0.331
C 2.01472 -4.55472 -0.86399 -0.82 -0.40 -0.14 -0.202
C 2.44234 -2.24196 1.91597 1.03 0.57 -0.56 -0.350
H 3.90213 -3.71297 -1.53383 -0.30 -0.03 -0.27 0.351
H 2.83616 -2.53310 -0.79909 -0.11 -0.04 0.26 0.236
H 1.44809 -4.41164 -1.78708 0.31 -0.03 -0.17 0.244
H 1.24457 -4.46038 -0.09596 0.29 0.38 0.23 -0.498
H 2.34785 -5.59197 -0.79592 0.26 0.07 -0.21 0.452
H 2.51865 -1.76766 2.89181 -0.30 -0.41 0.24 0.554
H 1.80253 -3.10778 1.79714 -0.20 0.03 0.44 -0.050
H 2.20069 -1.44511 1.20801 -0.30 -0.16 -0.08 -0.090
O -2.56946 -1.06877 4.68024 -0.27 -0.03 -0.03 -0.666
S -1.27035 -1.41071 4.19795 0.39 0.53 -0.61 1.279
O -0.25275 -1.76675 5.13321 0.33 -0.27 0.51 -0.689
O -1.40547 -2.61218 3.13478 -0.12 -0.04 0.48 -0.221
C -0.97231 -3.90860 3.61424 0.40 -0.23 -0.65 -0.472
C -1.14127 -4.85566 2.44291 -0.55 0.42 -0.33 -0.555
C -0.64811 -0.19880 3.07941 -0.64 -0.42 -0.22 -0.186
H -1.54734 -4.20666 4.48898 0.00 0.06 0.03 0.434
H 0.08927 -3.83484 3.84777 -0.09 -0.01 0.40 0.326
H -1.04665 -5.90518 2.71451 0.17 0.03 0.13 0.432
H -0.43897 -4.59549 1.65079 0.13 -0.14 0.05 -0.260
H -2.13032 -4.70209 2.00184 -0.04 -0.14 0.12 0.233
H 0.24656 -0.62571 2.64102 0.12 0.21 -0.09 -0.301
H -0.46974 0.75544 3.56331 0.02 -0.07 0.21 0.434
H -1.42138 -0.09629 2.31814 0.21 0.24 -0.18 -0.046
O 1.15600 3.32282 4.29937 -0.07 -0.48 0.37 -0.713
S 1.10105 3.69279 2.93319 0.48 2.16 -0.32 1.264
O 0.71987 2.75494 1.92988 -0.50 -0.64 -0.45 -0.646
O 0.12592 4.95476 2.88046 -0.07 -0.89 -0.30 -0.491
C -0.42032 5.26367 1.57293 -0.79 0.42 -0.55 0.971
C -1.69733 6.05441 1.75574 -0.09 0.37 0.05 -1.497
C 2.64647 4.38743 2.45046 0.46 -0.66 0.05 -1.032
H -0.70990 4.38307 1.00037 0.47 -0.29 0.32 -0.612
H 0.32283 5.79443 0.97798 0.06 0.04 0.13 0.322
H -1.58307 6.87137 2.46984 0.03 0.02 -0.05 0.405
H -2.53784 5.43313 2.06676 0.17 -0.14 0.20 0.292
H -1.99241 6.47341 0.79105 0.15 0.07 0.00 0.382
H 2.65621 4.91168 1.49607 -0.47 -0.01 -0.07 0.257
H 3.27218 3.50046 2.31630 0.15 0.13 0.07 0.331
H 3.02103 4.99745 3.26652 -0.05 0.05 0.01 0.428
O 0.08750 -1.79320 -0.91246 0.51 -0.24 0.65 -0.359
S -0.87028 -2.48738 -1.68970 -0.33 0.67 -0.06 0.886
O -0.58802 -2.68459 -3.07898 -0.46 -0.40 -0.16 -0.730
O -1.10354 -3.91365 -0.98410 -0.13 0.15 -0.02 0.199
C -1.89281 -4.87375 -1.70162 0.43 -0.84 -0.09 -0.296
C -1.77321 -6.22352 -1.02712 -0.42 -0.62 -0.19 -1.263
C -2.45665 -1.71127 -1.41454 0.44 -1.16 -0.31 -0.824
H -1.49242 -4.97708 -2.71094 -0.19 0.32 -0.08 0.329
H -2.94816 -4.59461 -1.72695 0.08 0.28 -0.07 0.273
H -0.76711 -6.64214 -1.03163 0.16 0.41 0.28 0.288
H -2.34463 -6.95278 -1.61365 -0.12 0.21 -0.08 0.442
H -2.22304 -6.25040 -0.03546 0.30 0.16 0.13 0.257
H -3.19321 -2.50764 -1.51371 -0.18 0.17 -0.14 0.552
H -2.57904 -0.97374 -2.20086 -0.02 0.39 0.32 0.306
H -2.42819 -1.39120 -0.37812 -0.05 0.54 -0.13 0.061
O -1.53478 0.66322 -3.77396 -0.29 -0.20 0.02 -0.774
S -0.33431 1.34986 -3.44746 0.32 0.41 -0.98 0.898
O 0.29257 1.14103 -2.18227 0.00 0.09 0.86 -0.208
O 0.72607 0.91988 -4.53887 -0.47 0.37 -0.03 -0.289
C 2.01572 1.56560 -4.46812 1.17 -0.41 -0.05 0.164
C 2.78701 1.20598 -5.71677 0.07 0.50 -0.22 -1.527
C -0.51156 3.08681 -3.73229 0.46 -0.12 0.58 -0.537
H 2.54437 1.22435 -3.57734 -0.20 0.13 0.15 0.236
H 1.95882 2.65273 -4.44665 -0.47 -0.03 0.21 0.257
H 3.18942 0.19698 -5.73427 -0.27 -0.13 0.00 0.322
H 3.63003 1.89713 -5.79075 0.07 -0.09 0.09 0.420
H 2.16194 1.41487 -6.58687 0.03 -0.30 -0.09 0.362
H -0.70054 3.29134 -4.77989 -0.23 -0.11 -0.03 0.454
H 0.41236 3.55019 -3.38695 -0.07 0.11 0.00 0.119
H -1.28385 3.43015 -3.04957 -0.11 0.03 -0.24 0.059
```
Forces are in eV/Å.

## Properties
energy above the lowest of the compared OMol25 structures with the same formula, charge and spin	31.09	kcal/mol
charge	-1
energy	-141281.488	eV
lowest unoccupied orbital energy (alpha / beta)	0.073 / 0.073	Eh
spin multiplicity	2
<S²>	0.77

# 2
Density functional theory data (the ωB97M-V functional and the def2-TZVPD basis) for 15 unconnected molecules or ions with the total composition C19H48BrN15O29P in a non-equilibrium geometry.

Structure (XYZ):
```
113
Properties=species:S:1:pos:R:3:forces:R:3:mulliken_charge:R:1
O 0.16702 5.91913 -3.17471 0.32 0.10 -0.07 -0.292
P -0.65340 4.76551 -2.42682 -1.01 0.22 0.67 0.690
Br -1.30354 3.42158 -4.06636 0.29 -0.20 -0.33 -0.207
C 0.74323 3.81425 -1.67638 0.28 0.04 -0.38 0.036
C 1.08046 2.49258 -1.94656 0.04 0.07 0.12 0.093
C 2.13898 1.87880 -1.29895 0.01 0.34 -0.05 -0.969
C 2.87531 2.60636 -0.39389 -0.29 0.02 -0.24 -0.487
N 2.53823 3.88423 -0.15225 -0.14 0.00 -0.14 0.087
C 1.50706 4.50216 -0.76064 0.06 -0.49 -0.06 -0.714
H 0.98057 5.60881 -3.61208 0.23 0.15 -0.21 0.376
H 0.50245 1.95966 -2.67840 -0.12 -0.24 -0.17 0.608
H 2.39430 0.86233 -1.51194 0.13 -0.33 0.06 0.509
H 3.71581 2.20645 0.13393 0.23 -0.10 0.24 0.532
H 3.08006 4.40661 0.51836 0.10 0.08 0.10 0.301
H 1.32924 5.52808 -0.50160 -0.01 0.31 0.14 0.510
C -2.00333 -0.33236 0.17767 -0.12 0.14 0.07 -0.861
N -1.61866 0.28298 -1.11912 0.04 0.04 -0.13 0.871
O -1.57319 1.50040 -1.21728 -0.07 0.04 0.37 -0.411
O -1.35814 -0.46473 -2.03058 0.13 -0.12 -0.15 -0.476
H -2.20390 0.46424 0.88321 -0.01 0.04 -0.02 0.335
H -2.88210 -0.94190 -0.01199 0.04 -0.08 -0.04 0.351
H -1.17256 -0.95332 0.49550 0.04 -0.08 -0.04 0.291
C -0.60391 6.65847 -6.34873 -0.16 -0.06 0.00 -0.633
N -0.67460 7.71621 -7.39469 0.02 -0.01 0.02 0.932
O -1.72118 7.86321 -7.98545 -0.06 -0.01 -0.01 -0.545
O 0.33431 8.36378 -7.57836 0.07 0.03 0.00 -0.547
H -1.56692 6.16634 -6.29115 -0.04 0.01 -0.02 0.324
H 0.17883 5.96612 -6.64317 0.07 0.03 0.02 0.238
H -0.35494 7.14588 -5.41227 0.06 0.01 0.00 0.222
C 2.87126 -0.72348 3.05957 0.06 0.04 -0.23 -0.759
N 2.10948 -0.63520 1.78331 -0.07 0.03 -0.17 0.884
O 2.60108 -0.03022 0.83991 0.17 0.05 0.17 -0.554
O 1.02908 -1.17238 1.73526 -0.12 -0.04 0.11 -0.520
H 3.80635 -0.19486 2.93044 0.03 0.00 0.01 0.277
H 2.25896 -0.27539 3.83378 -0.06 -0.08 0.04 0.339
H 3.03620 -1.77582 3.26365 -0.04 -0.05 0.06 0.310
C -4.18331 3.38861 -1.87285 -0.04 -0.03 -0.05 -0.436
N -5.43172 2.78855 -1.32943 0.00 0.00 0.03 0.965
O -5.79791 1.72351 -1.77464 0.05 -0.04 -0.01 -0.558
O -6.00499 3.41328 -0.45827 -0.03 0.09 0.04 -0.574
H -3.78790 2.73441 -2.63651 -0.03 -0.08 0.00 0.171
H -4.44051 4.35908 -2.28435 0.01 0.05 0.02 0.160
H -3.49152 3.49417 -1.04323 0.01 0.07 0.02 0.265
C 3.25469 -3.34964 7.11480 0.10 0.11 0.13 -0.506
N 3.52520 -2.74516 5.78810 0.04 0.06 -0.11 1.007
O 3.70488 -1.54137 5.71423 -0.01 0.08 0.20 -0.598
O 3.55619 -3.48351 4.82521 -0.02 -0.11 -0.01 -0.574
H 3.26411 -2.55881 7.85419 0.03 0.05 -0.02 0.290
H 2.28589 -3.83295 7.06294 0.01 -0.08 -0.07 0.205
H 4.03941 -4.08047 7.30528 -0.13 0.03 -0.05 0.184
C -1.62514 -0.70292 -5.09799 0.01 0.16 0.01 -0.360
N -1.29305 -0.33145 -6.50370 -0.22 -0.03 0.30 1.006
O -1.18862 0.84514 -6.77356 0.08 0.00 -0.04 -0.575
O -1.16739 -1.24965 -7.28480 0.11 -0.05 -0.23 -0.584
H -1.71611 0.20351 -4.51310 0.01 0.00 -0.01 0.031
H -2.55723 -1.25914 -5.12998 0.02 -0.05 -0.02 0.193
H -0.82402 -1.33509 -4.72845 -0.01 -0.06 0.00 0.262
C -3.84915 -3.52842 -3.63331 -0.17 0.24 1.48 -0.559
N -2.67157 -3.58489 -2.72248 -0.63 0.34 0.14 1.011
O -1.66099 -4.11772 -3.12397 0.32 -0.12 -0.14 -0.570
O -2.79690 -3.08196 -1.62406 0.16 0.00 0.27 -0.563
H -3.58234 -4.00856 -4.56624 -0.56 0.42 2.43 0.150
H -4.66447 -4.04190 -3.13422 -0.07 0.10 0.20 0.303
H -4.09548 -2.48032 -3.77399 -0.08 0.09 0.15 0.206
C 5.89927 -7.29251 9.54859 0.08 0.01 -0.08 -0.760
N 5.11669 -6.11061 9.09529 -0.02 0.06 -0.03 0.937
O 5.49397 -5.51742 8.10072 0.16 -0.12 -0.03 -0.585
O 4.14014 -5.80537 9.74144 -0.08 -0.03 0.08 -0.513
H 6.73422 -7.43008 8.87549 0.01 0.04 -0.03 0.331
H 6.23555 -7.08960 10.55981 -0.05 -0.02 0.05 0.292
H 5.23292 -8.14959 9.53968 -0.03 0.00 0.07 0.265
C 4.97908 5.03390 -4.60755 0.04 0.03 -0.07 -0.777
N 3.57509 5.51695 -4.69143 -0.16 0.02 -0.07 0.866
O 3.30816 6.39702 -5.46000 0.01 0.10 -0.08 -0.509
O 2.75342 4.96843 -3.95879 0.06 -0.15 0.23 -0.629
H 5.56992 5.60783 -5.30950 -0.01 0.03 -0.03 0.324
H 5.31335 5.18454 -3.58612 -0.02 -0.04 0.03 0.283
H 4.97228 3.97765 -4.85776 -0.02 -0.03 0.04 0.295
C 7.02027 -11.37773 7.42239 -0.09 -0.09 0.00 -0.714
N 6.60981 -10.66621 8.66441 0.03 -0.01 0.02 0.854
O 5.48254 -10.83532 9.07783 -0.09 0.02 -0.05 -0.515
O 7.43796 -9.94876 9.18604 0.08 0.04 -0.02 -0.500
H 6.18170 -11.96986 7.07951 -0.03 -0.01 0.01 0.306
H 7.30319 -10.62163 6.69725 0.06 0.02 0.01 0.292
H 7.87342 -11.99875 7.67488 0.05 0.03 0.00 0.287
C -4.78504 8.00341 -1.75649 0.03 -0.01 -0.23 -0.732
N -3.63288 7.08504 -1.95351 -0.04 0.01 -0.01 0.881
O -3.50426 6.54108 -3.03406 0.02 -0.04 -0.13 -0.486
O -2.89424 6.90900 -1.00893 0.07 0.08 0.14 -0.504
H -5.34623 8.05167 -2.68101 0.02 -0.01 -0.04 0.312
H -5.37931 7.59369 -0.95117 -0.01 0.05 0.13 0.256
H -4.38744 8.97398 -1.47873 0.02 -0.01 0.09 0.317
C -8.01609 6.33021 1.29494 -0.08 -0.04 -0.01 -0.615
N -8.14475 7.48601 0.36421 0.05 0.04 -0.03 0.887
O -9.21475 7.69059 -0.15329 -0.10 -0.02 -0.01 -0.506
O -7.14365 8.15870 0.17905 -0.02 -0.07 0.10 -0.568
H -8.97836 5.83838 1.35315 -0.03 0.00 -0.01 0.301
H -7.25426 5.66916 0.89112 0.04 0.01 0.00 0.198
H -7.70764 6.72609 2.25704 0.06 0.01 0.00 0.283
C -1.52631 -4.60728 -7.23784 0.06 -0.09 -0.06 -0.709
N -2.80341 -5.04109 -6.61016 0.50 -0.79 -0.84 0.872
O -3.25580 -6.12261 -6.90016 0.04 0.28 0.19 -0.506
O -3.31435 -4.25668 -5.83069 0.44 -0.47 -3.88 -0.486
H -1.18030 -5.38933 -7.90158 -0.08 -0.07 0.02 0.318
H -1.73013 -3.68556 -7.77236 0.01 0.08 0.06 0.288
H -0.82280 -4.42715 -6.43173 0.00 0.08 0.06 0.265
C 0.65386 -7.68389 7.45807 0.00 0.00 0.12 -0.767
N 0.99781 -6.24279 7.30927 -0.01 -0.07 -0.01 0.874
O 1.07669 -5.56789 8.31180 -0.05 0.04 0.12 -0.503
O 1.18101 -5.83274 6.18158 -0.02 -0.01 -0.11 -0.497
H 0.52445 -7.89259 8.51229 0.00 0.02 0.03 0.320
H -0.25988 -7.85564 6.89879 0.01 -0.01 -0.06 0.296
H 1.47187 -8.25574 7.03229 -0.01 0.00 -0.06 0.284
```
Forces are in eV/Å.

## Properties
charge	+1
energy	-181497.402	eV
lowest unoccupied orbital energy	-0.136	Eh